Entry 1:
A cluster of 4 separate species, C26H63FO16P4 in total, computed with ωB97M-V with the def2-TZVPD basis set.

XYZ file:
```
110
Properties=species:S:1:pos:R:3:forces:R:3:mulliken_charge:R:1
C 3.848408 3.467342 3.483846 -0.18 0.42 0.26 -1.42
C 3.323368 4.527620 2.506135 0.50 -0.95 0.04 -0.05
C 2.529287 3.825645 1.400705 -0.31 0.59 0.26 -0.46
C 2.102940 4.719017 0.235507 -0.49 0.40 -0.34 -1.09
C 0.873010 5.605897 0.570280 0.59 -0.60 0.45 0.29
C 1.322119 6.977365 1.072090 -0.53 0.22 -0.53 -0.56
C 0.208744 7.970248 1.432748 0.44 -0.33 0.26 -0.98
C -0.758879 7.539147 2.516266 -0.24 1.26 -0.13 -0.52
O -1.621280 6.443775 2.103371 -0.40 -0.17 0.33 -0.21
P -1.726015 5.273574 3.144664 1.34 -0.88 0.40 0.89
O -0.457322 4.798456 3.691269 0.11 0.27 0.11 -0.53
O -2.502042 4.090267 2.429686 -0.26 0.76 -0.17 -0.42
O -2.735903 5.870309 4.305563 -0.16 0.15 -0.55 -0.16
F -2.174262 5.514413 5.545295 -0.18 -0.10 0.17 -0.11
H 4.453775 3.924391 4.269247 0.10 -0.02 -0.05 0.40
H 4.445546 2.710250 2.976830 -0.02 -0.04 0.00 0.30
H 2.999251 3.003456 3.989980 0.05 -0.22 -0.08 0.34
H 4.182849 5.029470 2.052667 -0.11 0.29 0.08 0.33
H 2.721829 5.220281 3.093455 -0.06 0.23 -0.28 0.10
H 3.110102 2.965037 1.065503 0.00 0.03 -0.14 0.50
H 1.609699 3.458643 1.869330 0.07 -0.33 -0.08 0.17
H 1.853355 4.112213 -0.638277 0.08 -0.13 0.05 0.28
H 2.894607 5.405896 -0.082532 0.27 -0.27 0.01 0.46
H 0.344145 5.060544 1.351373 -0.16 0.19 0.04 -0.34
H 0.190292 5.680664 -0.278269 0.08 0.22 -0.07 0.45
H 2.012309 6.880021 1.909249 -0.05 -0.12 0.06 0.18
H 1.889760 7.429525 0.251953 0.12 0.07 0.11 0.34
H 0.704659 8.851458 1.853403 -0.11 0.11 -0.06 0.37
H -0.326355 8.316834 0.547012 -0.13 -0.18 -0.02 0.35
H -1.419294 8.386972 2.712112 -0.15 -0.12 0.01 0.37
H -0.248394 7.346913 3.460219 0.08 -0.50 -0.12 0.39
H -1.783357 3.560169 2.047818 -0.26 -0.32 -0.01 0.35
C -2.886840 -4.484161 1.866160 -0.15 0.11 0.06 -0.73
C -1.789614 -3.588004 1.326832 0.10 -0.26 0.21 -0.52
O -2.318663 -2.536061 0.508399 -0.35 -0.10 0.49 -0.23
P -3.030283 -1.271518 1.187458 1.46 0.73 -4.90 0.99
O -2.045526 -0.519028 1.980089 -1.34 -0.59 2.12 -0.81
O -3.259912 -0.339701 -0.129616 -0.32 -0.07 0.35 -0.29
C -2.859124 1.029394 -0.140930 0.20 0.19 -0.21 -0.25
C -1.541873 1.195916 -0.868380 0.10 -0.09 -0.06 -1.22
O -4.521017 -1.838535 1.181208 0.28 0.18 1.98 -0.23
C -5.628665 -0.930307 1.405160 -0.38 -0.04 0.00 -0.29
C -6.339411 -0.636556 0.100867 0.19 0.23 -0.19 -0.85
H -3.518056 -3.950172 2.578500 0.03 -0.02 0.03 0.28
H -2.464923 -5.352884 2.372322 0.05 0.01 -0.03 0.39
H -3.531619 -4.821407 1.055875 0.02 -0.08 0.01 0.02
H -1.195057 -3.165899 2.140988 0.00 0.09 -0.06 0.39
H -1.116589 -4.160287 0.689274 -0.01 0.11 -0.10 0.34
H -2.807214 1.424821 0.873534 0.07 -0.11 0.05 0.32
H -3.642227 1.584904 -0.663304 -0.06 -0.11 -0.01 0.30
H -0.774405 0.551604 -0.439370 -0.03 0.06 0.14 0.30
H -1.198250 2.231540 -0.818116 -0.02 0.00 -0.02 0.37
H -1.648936 0.916576 -1.917184 -0.03 0.05 -0.01 0.32
H -5.289065 -0.013769 1.891838 0.07 -0.02 -0.01 0.30
H -6.308511 -1.435536 2.089805 0.14 -0.08 0.07 0.41
H -5.813589 0.124058 -0.473016 0.06 -0.04 -0.02 0.16
H -7.347698 -0.268903 0.292807 -0.02 -0.08 0.05 0.39
H -6.391278 -1.531585 -0.518311 -0.11 -0.07 0.10 0.14
C -3.601525 -5.260712 -1.768720 0.00 -0.23 -0.05 -1.09
C -5.041951 -4.793576 -1.696163 0.22 0.21 0.22 -0.22
O -5.888468 -5.488626 -2.623043 0.45 -0.44 0.29 -0.33
P -6.360491 -6.982488 -2.296359 -2.88 2.43 -3.63 1.07
O -7.215684 -6.979982 -1.098350 1.81 -1.40 1.22 -0.76
O -7.409202 -7.221889 -3.519799 0.31 -0.31 0.15 -0.34
C -8.728797 -7.715322 -3.283932 -0.25 0.10 -0.05 -0.25
C -9.735937 -6.586662 -3.306687 0.00 0.16 -0.06 -1.19
O -5.168495 -7.754022 -3.024449 0.34 -0.62 1.91 -0.30
C -5.302911 -9.170135 -3.295332 0.21 -0.23 -0.18 -0.29
C -5.593775 -9.399004 -4.763733 -0.33 0.05 -0.07 -0.99
H -3.504626 -6.291089 -1.418741 0.02 0.02 0.03 0.33
H -2.966914 -4.626361 -1.150232 -0.04 0.07 -0.04 0.25
H -3.236867 -5.233454 -2.795370 -0.02 0.08 -0.01 0.39
H -5.437306 -4.906351 -0.682541 -0.06 0.00 -0.04 0.28
H -5.101057 -3.738430 -1.958754 -0.11 -0.03 -0.08 0.23
H -8.775780 -8.267315 -2.345773 0.06 0.12 0.08 0.38
H -8.945556 -8.423541 -4.088080 0.09 0.03 -0.04 0.31
H -9.464149 -5.807059 -2.595232 0.02 -0.10 0.11 0.29
H -10.733375 -6.953779 -3.059891 0.01 -0.01 -0.01 0.37
H -9.768972 -6.125974 -4.294959 -0.01 -0.04 -0.02 0.30
H -6.070555 -9.617994 -2.660876 -0.02 0.06 0.02 0.30
H -4.349471 -9.626953 -3.032618 0.02 0.12 0.12 0.39
H -6.647153 -9.241786 -4.986650 0.00 0.08 0.01 0.16
H -5.344556 -10.422705 -5.045108 0.09 0.01 0.04 0.39
H -5.025200 -8.703677 -5.379983 0.13 -0.07 0.04 0.29
C 7.652435 3.960097 -2.824665 0.12 -0.01 0.14 -1.00
C 6.812240 2.770441 -2.399918 -0.18 0.23 -0.16 -0.23
O 7.588173 1.772573 -1.724535 0.17 0.76 0.19 -0.37
P 8.026983 2.004365 -0.199825 0.22 -5.14 -1.77 1.03
O 6.832528 2.036602 0.658229 0.52 2.50 0.61 -0.62
O 8.676559 0.539207 0.091083 0.23 0.44 0.24 -0.38
C 8.304283 -0.224644 1.240132 -0.10 -0.24 0.04 -0.24
C 7.302579 -1.296150 0.870164 -0.05 -0.07 -0.15 -1.20
O 9.433554 2.704101 -0.472292 -0.94 1.52 0.96 -0.32
C 10.390928 2.809431 0.609825 0.35 0.12 0.02 -0.27
C 11.498670 1.792692 0.431020 -0.10 -0.31 0.10 -0.98
H 8.012946 4.517352 -1.958136 -0.03 0.03 -0.02 0.25
H 7.066646 4.638172 -3.446091 -0.03 -0.03 0.00 0.41
H 8.527062 3.629899 -3.384833 -0.04 -0.02 -0.06 0.25
H 5.983335 3.087839 -1.761063 0.01 -0.06 0.03 0.22
H 6.387138 2.284016 -3.276520 0.04 -0.13 0.06 0.31
H 7.918271 0.421099 2.028345 -0.10 0.06 -0.09 0.36
H 9.220288 -0.685975 1.618609 0.04 0.04 -0.08 0.31
H 6.433386 -0.863700 0.374867 -0.02 0.10 0.11 0.28
H 6.967572 -1.834743 1.757925 0.02 0.00 0.00 0.37
H 7.748275 -2.010574 0.176610 0.03 -0.01 0.03 0.31
H 9.899169 2.699141 1.578496 -0.06 -0.02 -0.03 0.28
H 10.802827 3.816713 0.561457 -0.15 0.05 -0.06 0.38
H 11.191056 0.808661 0.779122 -0.05 -0.02 -0.06 0.16
H 12.379433 2.086384 1.003009 0.00 0.09 -0.05 0.39
H 11.763829 1.695572 -0.621027 0.06 0.14 0.00 0.29
```
Positions in Å, forces in eV/Å.

Calculated values
**SMILES**: CCCCCCCCO[P@](=O)(O)OF.CCOP(=O)(OCC)OCC.CCOP(=O)(OCC)OCC.CCOP(=O)(OCC)OCC
**Frontier orbital gap**: 10.685 eV
**Electronic energy**: -100622.0025 eV

Entry 2:
A structure of composition C26H63N4O18, computed with ωB97M-V with the def2-TZVPD basis set.

XYZ file:
```
111
Properties=species:S:1:pos:R:3:forces:R:3:mulliken_charge:R:1
N -10.488229 -9.756427 -9.672648 0.04 -0.40 0.37 -0.01
H -10.384881 -8.746637 -9.756760 -0.30 -0.03 0.07 0.41
H -10.361679 -10.020789 -8.679549 0.12 0.41 0.10 0.07
H -9.672983 -10.165067 -10.217877 0.16 0.38 -0.30 0.06
H -11.393304 -10.100351 -9.982912 0.05 0.25 -0.09 0.42
N -8.601847 -9.227995 -13.865616 0.76 0.13 0.00 -0.05
H -9.529409 -9.535750 -13.603097 -0.03 0.14 0.03 0.43
H -7.896122 -9.644770 -13.220587 0.13 -0.28 0.17 -0.01
H -8.474815 -8.217543 -13.811706 -0.27 -0.04 -0.06 0.41
H -8.365221 -9.540331 -14.814544 -0.19 0.16 -0.15 0.06
C -3.536840 -15.356931 -10.776725 -0.40 -0.84 -0.23 -1.48
C -4.047522 -13.932592 -10.711424 0.78 -0.53 0.50 0.39
N -5.469785 -13.882361 -10.374288 -0.17 -0.12 -0.72 0.43
C -5.997149 -14.141514 -9.143238 -0.56 -0.12 0.45 -0.42
C -7.331171 -13.911130 -9.221074 -0.20 0.35 0.05 -0.72
N -7.596668 -13.504238 -10.504638 0.63 -0.47 -1.16 0.28
C -6.453821 -13.557964 -11.209696 0.03 0.31 0.92 -0.31
C -8.858276 -13.076396 -11.067985 -1.10 -0.03 0.17 -0.37
H -2.472310 -15.364423 -10.998780 -0.02 0.06 0.03 0.37
H -4.057961 -15.958019 -11.528535 0.09 0.29 -0.28 0.41
H -3.701596 -15.922725 -9.857487 0.21 0.38 0.23 0.36
H -3.856969 -13.403745 -11.642019 -0.21 0.17 0.05 0.33
H -3.520477 -13.437161 -9.893898 -0.05 0.33 -0.20 -0.42
H -5.447768 -14.517340 -8.297308 0.31 0.20 -0.12 0.54
H -8.106463 -13.942479 -8.476740 0.05 -0.02 0.07 0.56
H -6.336043 -13.359444 -12.260535 -0.01 0.24 0.03 0.45
H -9.252221 -12.280465 -10.442685 0.06 0.04 -0.04 -0.04
H -9.613505 -13.864110 -11.113208 0.33 -0.29 0.27 0.46
H -8.769171 -12.710813 -12.086770 0.51 0.14 0.11 0.11
C -4.753963 -10.422214 -10.867892 -1.31 0.13 -2.13 -0.03
C -4.568485 -10.287562 -9.507153 1.20 -1.23 0.61 0.82
C -5.803290 -10.085208 -8.639166 0.08 0.74 1.62 1.01
O -5.743550 -9.934568 -7.395345 4.74 -3.59 -2.94 -0.73
C -7.055682 -9.987831 -9.217314 -1.07 -0.12 -3.06 -1.97
C -7.231641 -10.095275 -10.615351 1.39 -0.22 1.58 1.26
C -5.985585 -10.280233 -11.510718 0.56 0.27 1.34 -0.10
O -6.135481 -10.254074 -12.759098 -0.99 -0.37 -0.57 -0.18
O -8.357928 -10.075306 -11.159857 -1.00 0.03 -1.01 -1.02
O -3.429564 -10.488845 -9.040584 -0.75 0.12 0.54 -0.20
H -3.904233 -10.572455 -11.517687 0.08 0.09 0.02 -0.07
H -7.949401 -9.682755 -8.691128 0.24 -0.24 0.57 0.51
C -2.159100 -8.603043 -6.285837 0.37 0.18 0.03 -0.23
C -3.260758 -8.548104 -5.241837 0.02 -0.49 -0.52 -0.27
O -3.878868 -9.815433 -5.064371 0.26 -0.14 0.35 -0.56
O -2.653873 -8.372689 -7.598017 0.17 0.17 0.14 -0.56
H -1.630766 -9.560702 -6.255177 -0.18 -0.05 0.27 0.03
H -1.398994 -7.851410 -6.049476 -0.17 0.23 -0.23 0.45
H -4.019502 -7.843365 -5.596290 0.30 0.39 0.04 0.22
H -2.873978 -8.206006 -4.282547 -0.06 -0.20 0.11 0.45
H -4.432761 -9.998661 -5.834493 0.26 0.02 -0.07 0.36
H -2.928880 -9.223014 -7.972148 0.03 0.21 0.03 0.14
C -10.919404 -11.509143 -6.657681 0.28 0.03 0.35 -0.98
C -9.872459 -10.541633 -6.129323 -1.07 -0.03 0.32 0.04
O -9.850921 -9.353046 -6.928199 0.79 -0.80 0.25 -0.70
O -10.453146 -12.062103 -7.901851 -0.06 -0.03 -0.24 -0.35
H -11.884478 -11.011255 -6.794151 0.07 0.14 -0.08 0.33
H -11.079100 -12.314445 -5.937593 0.13 0.04 0.07 0.52
H -8.910687 -11.052951 -6.046351 0.17 0.19 -0.35 0.10
H -10.163043 -10.267809 -5.109374 -0.04 -0.07 0.03 0.41
H -8.961097 -8.969825 -6.687649 0.06 0.35 -0.38 0.27
H -10.975223 -12.848007 -8.092395 -0.04 0.04 0.02 0.26
C -6.977107 -11.101685 -16.212241 0.65 -1.13 0.69 -0.28
C -7.132130 -9.979759 -17.196945 -0.75 0.30 0.02 -0.55
O -7.580985 -8.783115 -16.538032 -0.14 -0.28 0.44 -0.56
O -8.218291 -11.499555 -15.592639 -0.50 0.91 -0.39 -0.60
H -6.268663 -10.876786 -15.411802 0.06 0.43 -0.13 0.33
H -6.557220 -11.984679 -16.701674 0.04 0.23 -0.36 0.49
H -7.907471 -10.249126 -17.921229 0.34 -0.17 -0.19 0.42
H -6.178359 -9.751998 -17.676949 -0.02 -0.38 -0.09 0.33
H -8.065718 -8.257816 -17.180152 0.06 0.10 0.01 0.29
H -8.141309 -12.368264 -15.198921 0.27 -0.14 -0.10 0.31
C -0.295036 -10.782947 -11.080570 0.55 0.19 -0.35 -0.13
C -0.057655 -9.572406 -12.003717 -0.59 -0.17 0.95 -0.75
O -0.821573 -8.423205 -11.587421 0.48 -0.59 -0.25 -0.50
O -1.390882 -11.604694 -11.443644 -0.16 0.12 -0.06 -0.48
H -0.401232 -10.439641 -10.046023 0.04 0.04 0.02 0.08
H 0.601082 -11.404513 -11.149042 -0.13 -0.17 0.09 0.45
H -0.368526 -9.843958 -13.011049 0.15 0.14 -0.10 0.24
H 1.006507 -9.333321 -11.944844 0.05 0.01 -0.36 0.44
H -0.331369 -8.106694 -10.820677 -0.43 0.32 0.10 0.32
H -2.181003 -11.072163 -11.302607 0.03 -0.05 0.15 0.10
C -3.563030 -8.432846 -13.978599 -0.06 0.09 -1.01 -0.45
C -3.547788 -9.504792 -15.076007 -0.38 -0.18 0.05 -0.03
O -3.867927 -10.799678 -14.569993 -0.10 -0.18 0.03 -0.61
O -4.902637 -8.000752 -13.696739 0.34 -0.35 0.12 -0.66
H -3.019011 -7.572323 -14.372047 -0.15 0.16 0.15 0.44
H -3.024611 -8.770357 -13.090487 -0.12 -0.07 0.10 0.11
H -2.602635 -9.615117 -15.612909 0.16 0.16 0.42 0.48
H -4.285765 -9.240440 -15.849244 0.02 0.26 0.14 -0.08
H -4.693184 -10.715383 -14.071329 0.10 0.04 0.20 -0.04
H -5.370493 -8.751532 -13.283918 0.33 0.31 -0.19 0.20
C -1.188280 -13.725730 -8.029812 -0.61 0.64 0.45 0.00
C -2.266751 -13.241400 -7.048260 0.11 -0.26 0.02 0.02
O -2.151370 -11.879918 -6.730617 0.34 -0.19 -0.06 -0.49
O -1.418430 -15.106436 -8.243682 -0.09 -0.18 -0.21 -0.57
H -0.214568 -13.533652 -7.573657 0.05 -0.03 -0.07 0.44
H -1.278650 -13.128379 -8.945640 0.16 -0.14 -0.17 -0.07
H -2.174117 -13.829699 -6.135026 0.03 0.13 0.13 0.44
H -3.278389 -13.435227 -7.428338 0.01 -0.23 -0.28 -0.27
H -2.473054 -11.382112 -7.491224 -0.13 0.18 -0.05 0.17
H -0.700288 -15.476581 -8.764323 0.05 0.04 0.05 0.32
C -7.447766 -8.092647 -4.125850 -0.06 0.61 -1.48 -0.67
C -6.608879 -8.827634 -5.161639 -0.06 -0.82 0.13 0.40
O -7.149013 -8.716669 -6.470924 -4.39 3.59 2.84 -0.79
O -6.823098 -8.132501 -2.874709 0.13 -0.15 0.37 -0.52
H -8.462358 -8.504171 -4.147470 -0.02 -0.15 0.30 0.26
H -7.545156 -7.060283 -4.486436 -0.02 0.10 0.24 0.26
H -6.587511 -9.882689 -4.856486 -0.02 -0.12 -0.01 0.25
H -5.556769 -8.537784 -5.146940 -0.70 0.43 0.21 -0.38
H -6.763682 -9.423606 -7.023406 -0.16 -0.05 0.54 0.63
H -7.448599 -8.393709 -2.196943 -0.02 0.02 0.00 0.33
```
Positions in Å, forces in eV/Å.

Calculated values
**ΔE to the lowest compared entry with this formula, charge and spin**: 1.194 eV
**Frontier orbital gap**: 7.065 eV
**Total charge**: +1
**Electronic energy**: -70788.9087 eV